This record from the Open Molecules 2025 dataset describes a structure of composition C23H23BN6O3Ru at a distorted geometry. The level of theory is wB97M-V/def2-TZVPD.

```
! RIJCOSX wB97M-V def2-TZVPD def2/J DEFGRID3
* xyz 1 6
Ru -6.59 -13.90 6.89
C -8.14 -11.45 5.34
O -7.68 -11.89 6.62
C -8.38 -11.66 7.75
C -8.64 -10.38 8.15
C -9.52 -10.19 9.21
C -10.09 -11.31 9.80
C -9.60 -12.58 9.56
C -8.68 -12.77 8.56
N -7.85 -13.90 8.36
N -8.12 -14.83 9.30
C -7.32 -15.86 9.54
C -6.26 -16.33 8.61
O -5.81 -15.61 7.58
C -5.72 -17.66 8.70
C -6.04 -18.36 9.84
C -6.68 -17.75 10.99
C -6.63 -18.34 12.24
C -7.45 -17.86 13.26
C -8.42 -16.92 12.96
C -8.43 -16.24 11.76
C -7.56 -16.67 10.74
H -7.50 -10.74 4.98
H -9.12 -10.98 5.40
H -8.26 -12.31 4.70
H -8.09 -9.56 7.66
H -9.73 -9.18 9.57
H -10.89 -11.24 10.59
H -9.98 -13.45 10.08
H -5.12 -18.22 7.95
H -6.05 -19.46 9.80
H -5.91 -19.12 12.40
H -7.42 -18.30 14.28
H -9.11 -16.65 13.66
H -9.09 -15.40 11.64
B -5.34 -15.69 4.08
N -4.88 -14.25 4.34
C -4.12 -13.49 3.59
C -3.93 -12.30 4.20
C -4.53 -12.38 5.45
N -5.17 -13.56 5.50
N -6.64 -15.96 4.91
C -7.38 -16.99 4.65
C -8.70 -16.81 5.01
C -8.78 -15.50 5.49
N -7.56 -14.86 5.37
H -4.60 -16.53 4.49
H -5.35 -16.06 2.91
H -3.66 -13.83 2.67
H -3.27 -11.52 3.93
H -4.54 -11.71 6.33
H -6.86 -17.89 4.24
H -9.56 -17.51 4.97
H -9.71 -14.95 5.68
O -5.46 -13.05 8.79
H -5.64 -13.61 9.60
H -4.55 -13.18 8.55
*
```

Summary:
HOMO level (alpha / beta): -9.39 / -11.24 eV
HOMO-LUMO gap (alpha / beta): 6.59 / 5.59 eV
energy above the lowest of the compared OMol25 structures with the same formula, charge and spin: 33.6 kcal per mole
LUMO energy (alpha / beta): -2.8040 / -5.6472 eV
E_tot: -42554.1799 eV
strongest force on any atom: 4.4 eV Å⁻¹